ORCA calculation (ωB97M-V with the def2-TZVPD basis set) on 6 unconnected molecules or ions with the total composition C18H35BO25S5 at a distorted geometry.

Properties
SMILES: CCO[C@](C)(CC=O)OC(=O)B(C)O.O=S1(=O)OCCO1.O=S1(=O)OCCO1.O=S1(=O)OCCO1.O=S1(=O)OCCO1.O=S1(=O)OCCO1
Lowest unoccupied orbital energy, eV: 0.00
Net charge: 0
Orbital gap, Ha: 0.3511
HOMO energy, eV: -9.55
Energy, eV: -125268.7769

Cartesian coordinates (Å):
C1 -0.85 5.24 -2.55
C2 -0.59 3.73 -2.35
O1 -1.52 2.95 -3.11
C3 -1.02 1.72 -3.52
C4 0.01 2.00 -4.68
C5 -2.17 0.86 -4.17
C6 -3.48 1.66 -3.96
O2 -4.35 1.27 -3.21
O3 -0.27 1.00 -2.53
C7 -1.01 0.61 -1.43
O4 -2.14 0.95 -1.19
B1 -0.29 -0.36 -0.35
C8 -0.50 -1.92 -0.29
O5 0.56 0.22 0.57
H1 -0.62 5.69 -1.57
H2 -1.91 5.44 -2.74
H3 -0.18 5.71 -3.27
H4 -0.81 3.54 -1.28
H5 0.47 3.46 -2.49
H6 -0.31 2.85 -5.30
H7 0.03 1.10 -5.32
H8 1.03 2.11 -4.30
H9 -2.05 0.79 -5.26
H10 -2.28 -0.09 -3.66
H11 -3.67 2.61 -4.50
H12 0.49 -2.37 -0.07
H13 -1.13 -2.19 0.58
H14 -0.86 -2.37 -1.22
H15 1.06 0.91 0.11
C9 -6.52 -0.81 -4.57
C10 -6.94 -1.99 -3.73
O6 -7.71 -2.81 -4.62
S1 -7.13 -2.66 -6.12
O7 -6.25 -3.75 -6.38
O8 -8.20 -2.33 -6.98
O9 -6.23 -1.35 -5.87
H16 -7.34 -0.09 -4.67
H17 -5.65 -0.30 -4.17
H18 -7.53 -1.71 -2.87
H19 -6.07 -2.57 -3.40
C11 -2.94 2.65 2.04
C12 -1.65 2.68 2.81
O10 -0.88 3.72 2.20
S2 -1.88 4.86 1.66
O11 -1.93 5.91 2.61
O12 -1.57 5.08 0.29
O13 -3.25 4.03 1.75
H20 -2.82 2.12 1.09
H21 -3.75 2.19 2.60
H22 -1.12 1.73 2.77
H23 -1.82 2.95 3.86
C13 5.85 -0.78 0.87
C14 5.95 0.26 1.97
O14 4.60 0.73 2.14
S3 3.58 -0.48 1.85
O15 3.20 -1.07 3.08
O16 2.62 -0.04 0.90
O17 4.62 -1.47 1.12
H24 5.79 -0.31 -0.11
H25 6.69 -1.48 0.90
H26 6.60 1.09 1.71
H27 6.27 -0.18 2.91
C15 -1.41 -2.39 4.78
C16 -0.97 -1.56 3.59
O18 -2.16 -0.88 3.17
S4 -3.08 -0.57 4.44
O19 -2.84 0.77 4.86
O20 -4.39 -1.07 4.18
O21 -2.35 -1.56 5.48
H28 -1.93 -3.30 4.47
H29 -0.58 -2.65 5.44
H30 -0.56 -2.17 2.79
H31 -0.23 -0.81 3.89
C17 7.78 -4.50 4.35
C18 9.18 -3.92 4.28
O22 9.54 -4.01 2.90
S5 8.22 -3.82 1.99
O23 8.15 -2.47 1.57
O24 8.15 -4.90 1.08
O25 7.14 -4.04 3.16
H32 7.80 -5.59 4.33
H33 7.24 -4.16 5.23
H34 9.89 -4.47 4.89
H35 9.19 -2.87 4.57

***

ORCA calculation (ωB97M-V with the def2-TZVPD basis set) on a molecular structure, C39H90AsF6N5O5 at a distorted geometry.

Properties
Lowest unoccupied orbital energy, eV: -10.92
Net charge: +4
Orbital gap, Ha: 0.2617
HOMO energy, eV: -18.04
Energy, eV: -136696.3065
Relative energy (zero: lowest compared OMol25 entry of this formula, charge and spin), eV: 0.000

Cartesian coordinates (Å):
As1 -0.21 0.63 0.64
F1 -0.34 2.18 1.43
F2 -0.51 1.53 -0.86
F3 -0.25 -0.89 -0.22
F4 0.29 -0.05 2.18
F5 -1.95 0.44 0.99
F6 1.56 0.78 0.17
C1 2.16 3.26 5.75
C2 3.46 3.19 4.98
C3 4.64 2.93 5.99
C4 4.63 1.49 6.46
C5 4.86 0.59 5.26
C6 3.77 0.63 4.15
N1 3.40 2.09 3.92
O1 2.80 2.31 2.89
C7 2.53 -0.11 4.66
C8 4.33 0.10 2.80
C9 3.73 4.48 4.17
H1 1.33 3.71 5.20
H2 2.26 3.91 6.62
H3 1.69 2.37 6.18
H4 4.61 3.63 6.83
H5 5.58 3.14 5.48
H6 3.69 1.09 6.84
H7 5.35 1.35 7.26
H8 5.17 -0.43 5.49
H9 5.73 1.00 4.72
H10 1.66 0.01 4.02
H11 2.12 0.27 5.60
H12 2.74 -1.17 4.78
H13 4.47 -0.98 2.87
H14 5.23 0.58 2.44
H15 3.56 0.34 2.07
H16 2.86 4.73 3.57
H17 4.66 4.47 3.61
H18 3.82 5.25 4.94
C10 -2.61 -6.59 -0.88
C11 -1.55 -5.57 -0.53
C12 -0.46 -5.32 -1.59
C13 -1.04 -4.84 -2.90
C14 -1.71 -3.47 -2.72
C15 -2.76 -3.39 -1.60
N2 -2.24 -4.21 -0.39
O2 -1.85 -3.51 0.54
C16 -4.03 -4.02 -2.21
C17 -3.04 -1.91 -1.27
C18 -0.82 -5.96 0.75
H19 -3.52 -6.62 -0.28
H20 -2.20 -7.60 -0.89
H21 -2.94 -6.44 -1.91
H22 0.08 -6.27 -1.67
H23 0.33 -4.66 -1.23
H24 -1.70 -5.64 -3.27
H25 -0.37 -4.84 -3.76
H26 -2.12 -3.04 -3.63
H27 -0.85 -2.84 -2.48
H28 -4.71 -4.16 -1.37
H29 -4.00 -4.95 -2.78
H30 -4.49 -3.27 -2.84
H31 -3.54 -1.84 -0.30
H32 -3.76 -1.43 -1.94
H33 -2.11 -1.34 -1.25
H34 -0.27 -6.90 0.73
H35 -1.55 -5.90 1.56
H36 0.05 -5.35 1.04
C19 -3.60 2.22 -2.23
C20 -5.10 1.89 -2.41
N3 -6.03 2.34 -1.22
C21 -5.25 2.02 0.06
C22 -6.28 3.81 -1.31
C23 -7.23 4.25 -2.44
C24 -7.40 1.62 -1.22
C25 -7.56 0.32 -0.43
O3 -6.50 -0.54 -0.78
C26 -6.46 -1.65 0.08
H37 -3.10 1.44 -1.66
H38 -3.43 3.13 -1.66
H39 -3.13 2.39 -3.20
H40 -5.30 0.82 -2.55
H41 -5.63 2.26 -3.29
H42 -4.59 2.85 0.31
H43 -4.68 1.10 0.05
H44 -5.91 1.98 0.93
H45 -5.30 4.28 -1.30
H46 -6.69 4.11 -0.34
H47 -7.42 3.61 -3.30
H48 -6.96 5.24 -2.79
H49 -8.22 4.30 -1.98
H50 -7.69 1.48 -2.26
H51 -8.05 2.38 -0.78
H52 -8.50 -0.17 -0.69
H53 -7.68 0.63 0.61
H54 -5.57 -2.23 -0.12
H55 -7.32 -2.31 -0.07
H56 -6.35 -1.36 1.12
C27 2.74 -3.04 1.01
C28 2.66 -3.35 -0.49
N4 3.70 -2.63 -1.34
C29 3.43 -1.12 -1.26
C30 5.10 -2.74 -0.72
C31 5.62 -4.19 -0.42
C32 3.75 -3.14 -2.78
C33 2.43 -3.04 -3.52
O4 2.16 -1.75 -4.00
C34 0.94 -1.58 -4.76
H57 2.71 -1.98 1.25
H58 3.64 -3.47 1.45
H59 2.02 -3.64 1.57
H60 1.71 -2.98 -0.89
H61 2.74 -4.40 -0.77
H62 2.38 -0.88 -1.42
H63 4.06 -0.68 -2.03
H64 3.71 -0.80 -0.26
H65 5.10 -2.24 0.25
H66 5.77 -2.19 -1.38
H67 6.38 -4.06 0.34
H68 6.23 -4.51 -1.27
H69 4.94 -4.95 -0.05
H70 4.05 -4.18 -2.63
H71 4.48 -2.55 -3.34
H72 1.58 -3.37 -2.92
H73 2.55 -3.69 -4.39
H74 0.68 -2.40 -5.43
H75 0.96 -0.61 -5.25
H76 0.15 -1.54 -4.00
C35 3.77 5.28 -1.66
N5 2.46 4.73 -1.12
C36 2.11 3.44 -1.83
C37 2.60 4.56 0.37
C38 1.36 5.77 -1.37
C39 -0.08 5.35 -1.00
O5 -0.29 5.50 0.40
H77 3.65 5.59 -2.69
H78 4.49 4.47 -1.56
H79 4.12 6.10 -1.03
H80 1.77 3.79 -2.81
H81 1.34 2.96 -1.23
H82 2.95 2.76 -1.84
H83 3.46 3.91 0.49
H84 1.67 4.13 0.74
H85 2.88 5.50 0.84
H86 1.42 6.24 -2.35
H87 1.62 6.58 -0.70
H88 -0.45 4.36 -1.30
H89 -0.74 6.11 -1.41
H90 -1.22 5.37 0.58

***

ORCA calculation (ωB97M-V with the def2-TZVPD basis set) on a molecular structure, C39H51CeN4SSi at a distorted geometry.

Properties
Lowest unoccupied orbital energy (alpha / beta), eV: -2.38 / -4.63
Net charge: +1
Orbital gap (alpha / beta), Ha: 0.2879 / 0.2045
HOMO energy (alpha / beta), eV: -10.21 / -10.20
Energy, eV: -78867.2179
Relative energy (zero: lowest compared OMol25 entry of this formula, charge and spin), eV: 0.149

Cartesian coordinates (Å):
Ce1 -20.40 0.83 -10.80
C1 -22.07 -0.70 -9.10
C2 -22.31 -1.18 -10.39
C3 -21.16 -1.90 -10.82
C4 -20.18 -1.84 -9.82
C5 -20.75 -1.02 -8.78
H1 -22.73 -0.21 -8.42
H2 -23.21 -1.11 -10.95
H3 -21.08 -2.34 -11.86
H4 -19.17 -2.33 -9.76
H5 -20.26 -0.77 -7.82
C6 -17.94 0.47 -10.48
Si1 -16.99 2.08 -10.50
C7 -18.16 3.51 -10.70
N1 -19.33 3.28 -11.60
C8 -20.16 4.50 -11.66
C9 -19.87 5.40 -12.83
C10 -19.79 4.66 -14.20
C11 -19.78 3.16 -14.02
C12 -18.86 2.81 -12.90
C13 -16.02 2.42 -8.91
C14 -15.98 3.58 -8.13
C15 -15.16 3.63 -6.98
C16 -14.43 2.53 -6.61
C17 -14.49 1.31 -7.32
C18 -15.33 1.31 -8.45
C19 -15.75 2.09 -11.89
C20 -15.63 1.08 -12.85
C21 -14.62 1.19 -13.82
C22 -13.75 2.30 -13.83
C23 -13.83 3.25 -12.82
C24 -14.85 3.17 -11.87
H6 -17.85 -0.01 -9.48
H7 -17.64 -0.23 -11.25
H8 -17.72 4.45 -11.07
H9 -18.51 3.69 -9.67
H10 -19.96 5.12 -10.74
H11 -21.22 4.26 -11.69
H12 -18.94 5.93 -12.69
H13 -20.62 6.14 -12.87
H14 -18.84 4.94 -14.61
H15 -20.56 4.94 -14.93
H16 -19.50 2.68 -14.95
H17 -20.82 2.86 -13.70
H18 -17.90 3.36 -13.15
H19 -18.62 1.77 -12.83
H20 -16.63 4.43 -8.41
H21 -15.03 4.52 -6.36
H22 -13.79 2.64 -5.70
H23 -14.00 0.42 -6.95
H24 -15.41 0.35 -8.97
H25 -16.32 0.20 -12.81
H26 -14.54 0.46 -14.62
H27 -12.94 2.33 -14.56
H28 -13.17 4.09 -12.83
H29 -14.91 3.90 -11.08
N2 -22.11 0.69 -12.85
H30 -23.09 0.81 -12.73
H31 -21.99 -0.30 -13.03
H32 -21.94 1.08 -13.77
C25 -19.50 3.91 -5.15
C26 -18.71 3.05 -5.91
C27 -19.12 2.51 -7.09
C28 -20.38 2.82 -7.66
C29 -20.76 2.34 -8.94
C30 -22.03 2.62 -9.32
C31 -22.96 3.35 -8.50
C32 -22.58 3.87 -7.31
C33 -21.22 3.66 -6.93
C34 -20.76 4.23 -5.67
H33 -19.16 4.31 -4.22
H34 -17.75 2.75 -5.52
H35 -18.41 1.87 -7.65
H36 -22.46 2.23 -10.22
H37 -23.98 3.55 -8.87
H38 -23.23 4.50 -6.67
H39 -21.42 4.90 -5.16
C35 -18.86 -2.19 -17.14
C36 -18.01 -1.43 -16.09
N3 -17.82 -2.11 -14.85
C37 -18.35 -1.80 -13.64
S1 -19.49 -0.54 -13.61
N4 -17.97 -2.47 -12.53
C38 -16.74 -3.27 -12.31
C39 -15.99 -2.72 -11.13
H40 -18.98 -1.54 -17.97
H41 -19.83 -2.47 -16.73
H42 -18.40 -3.14 -17.46
H43 -18.44 -0.44 -15.90
H44 -17.02 -1.28 -16.57
H45 -17.04 -2.79 -14.83
H46 -18.33 -2.05 -11.68
H47 -16.11 -3.21 -13.22
H48 -17.03 -4.33 -12.18
H49 -15.76 -1.68 -11.37
H50 -15.02 -3.18 -11.06
H51 -16.47 -2.80 -10.18

***

ORCA calculation (ωB97M-V with the def2-TZVPD basis set) on a molecular structure, C3H5NO.

Properties
Lowest unoccupied orbital energy (alpha / beta), eV: -0.36 / -0.35
Net charge: 0
Orbital gap (alpha / beta), Ha: 0.3097 / 0.3090
HOMO energy (alpha / beta), eV: -8.79 / -8.76
Energy, eV: -6724.4126
Relative energy (zero: lowest compared OMol25 entry of this formula, charge and spin), eV: 5.160

Cartesian coordinates (Å):
C1 -1.22 0.93 0.09
O1 -0.82 0.37 -0.96
C2 0.68 -0.69 -0.70
C3 0.85 -0.42 0.72
N1 1.82 -1.04 1.07
H1 -2.05 0.48 0.66
H2 -0.96 1.97 0.31
H3 0.02 0.30 1.18
H4 1.39 -0.24 -1.39
H5 0.30 -1.67 -0.99

***

Q: The highest energy belongs to which entry?
A: C3H5NO

***

Q: Which of these has the highest energy?
A: C3H5NO

***

Q: Which formula does entry 4 have?
A: C3H5NO

***

Q: Among the records above, which one has the highest energy?
A: C3H5NO